Arrangement 1

The following is a quantum chemistry calculation of a gas-phase ion, CH5N2O (charge +1), from the OMol25 dataset.

Results
LUMO = -0.24211 Eh
Charge = +1

Last column: Löwdin charge in e.
Atoms and positions in Å:
C1 -0.224 -0.925 -0.002  0.0636
N1 0.886 -0.097 0.048  -0.3079
N2 1.135 0.720 -0.991  0.2386
O1 1.600 -0.047 1.022  0.2004
H1 -1.066 -0.206 0.351  0.1881
H2 -0.060 -1.770 0.633  0.1270
H3 -0.320 -1.257 -1.008  0.1132
H4 0.587 0.843 -1.809  0.1424
H5 2.072 1.307 -0.960  0.2346

Arrangement 2

The following is a quantum chemistry calculation of a gas-phase ion, CH5N2O (charge +1), from the OMol25 dataset.

Results
LUMO = -0.14547 Eh
Charge = +1

Last column: Löwdin charge in e.
Atoms and positions in Å:
N1 1.303 -0.190 -0.039  0.2848
C1 0.066 0.373 0.161  -0.2099
N2 -0.839 -0.316 -0.214  0.0340
O1 -2.111 0.149 -0.128  0.0503
H1 0.927 -0.910 -0.602  0.1674
H2 1.663 0.503 -0.518  0.1154
H3 1.537 -0.353 0.953  0.2214
H4 0.165 1.377 0.575  0.1847
H5 -2.711 -0.632 -0.188  0.1520

Arrangement 3

The following is a quantum chemistry calculation of a gas-phase ion, CH5N2O (charge +1), from the OMol25 dataset.

Results
LUMO (alpha / beta) = -0.25610 / -0.25613 Eh
Charge = +1

Last column: Löwdin charge in e.
Atoms and positions in Å:
C1 -0.637 0.903 0.059  0.0615
N1 0.456 0.005 0.059  -0.2727
N2 0.398 -1.272 0.157  0.2572
O1 1.578 0.534 -0.107  0.1719
H1 -0.902 1.456 0.995  0.1594
H2 -1.460 0.380 -0.414  0.1163
H3 -0.370 1.658 -0.695  0.1345
H4 -0.330 -1.848 -0.278  0.1847
H5 1.267 -1.816 0.224  0.1871

arrangement 1 ends up most stable, edging out the next structure by 15.5 kJ/mol.

Arrangement 1

The following is a quantum chemistry calculation of a single C4H5NO molecule, from the OMol25 dataset.

Results
LUMO = 0.01655 Eh

Last column: Löwdin charge in e.
Atoms and positions in Å:
C1 -0.315 -1.113 1.794  0.0374
C2 -0.554 -0.166 0.942  -0.1334
C3 -0.929 0.343 -0.202  -0.0443
C4 0.060 0.745 -1.219  -0.5621
N1 1.372 0.547 -0.886  0.1522
O1 -0.295 1.263 -2.262  0.0435
H1 -1.003 -1.696 1.133  0.1090
H2 -0.058 -1.068 2.858  0.0763
H3 -1.979 0.428 -0.453  0.1253
H4 2.053 0.755 -1.596  0.1068
H5 1.646 -0.037 -0.110  0.0895

Arrangement 2

The following is a quantum chemistry calculation of a single C4H5NO molecule, from the OMol25 dataset.

Results
LUMO = 0.03881 Eh

Last column: Löwdin charge in e.
Atoms and positions in Å:
C1 0.464 -0.459 1.623  -0.0339
C2 0.247 -0.079 0.184  -0.3416
C3 -0.904 -0.130 -0.674  -0.0174
C4 -0.523 0.589 -1.750  -0.1322
O1 0.747 0.979 -1.634  -0.0376
N1 1.225 0.555 -0.415  0.0958
H1 1.530 -0.368 1.853  0.0786
H2 -0.069 0.235 2.286  0.0825
H3 0.131 -1.471 1.864  0.0756
H4 -1.773 -0.761 -0.716  0.1034
H5 -1.074 0.912 -2.621  0.1269

Arrangement 3

The following is a quantum chemistry calculation of a single C4H5NO molecule, from the OMol25 dataset.

Results
LUMO (alpha / beta) = -0.03215 / -0.03217 Eh

Last column: Löwdin charge in e.
Atoms and positions in Å:
C1 -1.023 -0.685 0.596  -0.0578
C2 0.173 0.239 0.704  -0.2340
C3 1.280 0.178 -0.293  0.0614
C4 0.485 1.323 -0.320  -0.2158
N1 -0.075 1.291 -1.562  0.0201
O1 0.409 0.217 -2.075  -0.0683
H1 -1.880 -0.242 1.110  0.0822
H2 -1.297 -0.854 -0.448  0.0749
H3 -0.801 -1.652 1.058  0.0822
H4 0.485 0.447 1.731  0.1273
H5 2.246 -0.261 -0.500  0.1277

arrangement 2 ends up most stable, edging out the next structure by 86.8 kJ/mol.

Arrangement 1

The following is a quantum chemistry calculation of 18 unconnected molecules or ions with the total composition H36O18, from the OMol25 dataset.

Results
LUMO = -0.01107 Eh

Last column: Löwdin charge in e.
Atoms and positions in Å:
O1 -3.907 0.970 -2.454  -0.0691
H1 -2.959 0.752 -2.144  0.1073
H2 -4.326 1.779 -2.266  0.0001
O2 3.922 3.151 -2.534  -0.1045
H3 3.816 2.566 -1.778  0.0270
H4 3.649 2.561 -3.293  0.0139
O3 0.376 -2.452 1.469  -0.0705
H5 0.003 -2.572 2.405  0.0545
H6 0.733 -3.221 1.099  -0.0570
O4 2.320 1.640 -3.967  -0.0921
H7 2.721 0.785 -3.769  0.0424
H8 2.088 1.631 -4.996  0.1457
O5 1.095 -5.038 1.632  -0.0438
H9 1.982 -4.701 1.309  0.0846
H10 1.555 -5.573 2.235  0.0210
O6 -3.874 -1.976 -2.414  -0.1527
H11 -4.282 -2.944 -2.440  0.0963
H12 -4.498 -1.374 -1.883  0.0548
O7 -1.975 -3.034 -5.129  -0.0137
H13 -2.805 -3.214 -4.806  -0.0279
H14 -1.534 -2.986 -4.290  0.0246
O8 1.902 3.812 4.170  -0.0679
H15 1.813 3.373 3.339  -0.0156
H16 2.698 4.352 3.907  0.0699
O9 -4.801 1.490 0.342  0.0599
H17 -4.344 2.255 0.558  0.0146
H18 -5.101 1.276 -0.420  -0.0970
O10 1.822 4.148 -1.346  -0.0924
H19 1.252 3.724 -1.951  -0.0143
H20 2.500 4.682 -1.913  0.0982
O11 2.178 0.205 -0.952  -0.0739
H21 2.006 -0.101 -1.875  0.0581
H22 2.066 -0.664 -0.555  0.0420
O12 1.705 -3.075 -1.939  -0.0684
H23 2.163 -3.832 -2.398  0.0697
H24 1.468 -3.556 -1.125  0.0226
O13 0.135 1.638 -0.348  -0.1133
H25 0.031 2.258 0.451  0.0733
H26 0.890 2.035 -0.910  0.0663
O14 -1.001 3.560 2.391  -0.0065
H27 -1.504 2.871 2.128  -0.0531
H28 -1.493 3.880 3.177  0.0814
O15 1.561 -2.083 4.025  -0.1456
H29 2.505 -1.967 4.442  0.0918
H30 1.635 -1.426 3.241  0.0519
O16 -1.107 0.021 2.624  -0.0488
H31 -1.116 0.219 1.658  0.0497
H32 -0.498 0.724 2.861  0.0018
O17 1.932 0.848 1.412  -0.1274
H33 1.433 1.178 0.617  -0.0282
H34 1.451 1.232 2.243  0.0648
O18 -2.516 -3.683 3.184  0.0163
H35 -2.377 -3.840 2.276  0.0161
H36 -1.775 -3.314 3.525  -0.0370

Arrangement 2

The following is a quantum chemistry calculation of 18 unconnected molecules or ions with the total composition H36O18, from the OMol25 dataset.

Results
LUMO = -0.01354 Eh

Last column: Löwdin charge in e.
Atoms and positions in Å:
O1 -4.649 -0.310 -1.785  -0.0458
H1 -4.898 -0.034 -0.925  -0.0157
H2 -4.234 0.389 -2.305  0.0119
O2 1.254 1.839 2.815  -0.0823
H3 0.463 2.107 2.289  0.0453
H4 2.039 2.059 2.322  -0.0461
O3 4.344 -2.457 2.531  -0.0340
H5 3.450 -2.397 2.777  -0.0508
H6 4.733 -1.648 2.836  0.0100
O4 4.080 -3.027 -3.477  -0.0637
H7 3.366 -3.344 -2.867  0.0513
H8 4.815 -3.303 -2.938  0.0324
O5 -0.506 3.081 -1.320  -0.0760
H9 -0.431 2.689 -2.235  0.0587
H10 -0.201 4.017 -1.489  0.0800
O6 -2.527 1.713 -4.175  -0.0730
H11 -1.789 1.850 -4.760  0.0324
H12 -3.279 2.250 -4.573  0.0968
O7 -4.482 0.288 4.220  -0.0743
H13 -3.806 0.721 4.799  0.0815
H14 -4.238 -0.670 4.240  0.0805
O8 -5.079 0.691 1.562  -0.0764
H15 -5.013 0.776 2.535  -0.0027
H16 -6.022 0.502 1.649  0.0517
O9 4.024 1.578 2.621  -0.1157
H17 4.211 0.936 3.370  0.0802
H18 4.139 2.592 2.817  0.1166
O10 -2.909 2.400 0.878  -0.0337
H19 -3.213 1.785 1.552  0.0119
H20 -2.012 2.119 0.778  0.0138
O11 5.560 -0.267 -2.266  -0.0619
H21 4.877 -0.782 -2.684  -0.0110
H22 5.403 0.583 -2.714  0.0395
O12 -0.517 -1.576 -1.436  -0.1353
H23 -1.440 -1.349 -1.019  0.1229
H24 0.078 -1.783 -0.680  0.0656
O13 -3.570 2.736 -2.134  -0.0809
H25 -2.689 2.388 -2.203  -0.0284
H26 -3.649 2.678 -1.162  0.0244
O14 1.907 2.071 0.078  -0.0115
H27 2.685 2.004 0.595  -0.0021
H28 2.021 2.399 -0.771  -0.0053
O15 0.604 -4.263 2.704  -0.0220
H29 0.194 -4.098 3.520  0.0058
H30 0.935 -5.157 2.675  0.0507
O16 2.039 -1.558 -1.980  -0.0682
H31 1.279 -0.931 -2.040  0.0340
H32 1.848 -1.887 -2.855  0.0217
O17 1.811 -1.886 3.545  -0.0407
H33 0.924 -2.214 3.178  0.0759
H34 1.681 -1.995 4.446  0.0053
O18 -1.188 -1.532 -3.845  -0.0840
H35 -1.341 -2.187 -3.209  -0.0199
H36 -1.080 -0.586 -3.488  0.0606

arrangement 2 ends up most stable, edging out the next structure by 216.4 kJ/mol.

Arrangement 1

The following is a quantum chemistry calculation of 18 unconnected molecules or ions with the total composition H36O18, from the OMol25 dataset.

Results
LUMO = -0.00110 Eh

Last column: Löwdin charge in e.
Atoms and positions in Å:
O1 0.008 0.533 -1.646  -0.0862
H1 -0.490 1.352 -1.408  0.0126
H2 0.775 0.929 -2.097  0.0227
O2 2.068 -0.921 1.626  -0.0908
H3 1.226 -0.590 1.292  -0.0240
H4 2.553 -0.192 1.187  0.0164
O3 -3.807 2.551 -0.745  -0.0424
H5 -4.301 1.735 -0.891  0.0130
H6 -3.484 2.760 0.102  -0.0017
O4 -4.627 0.132 -0.378  -0.0705
H7 -4.090 -0.532 0.024  0.0319
H8 -4.785 -0.374 -1.248  0.0592
O5 1.280 -5.854 0.500  -0.0974
H9 0.641 -5.355 1.064  0.0154
H10 2.133 -5.783 0.921  0.0122
O6 1.637 1.759 -4.532  -0.0233
H11 1.309 2.512 -4.079  0.0194
H12 0.865 1.573 -5.075  0.0575
O7 -0.367 -0.635 0.766  -0.0545
H13 -0.122 -0.143 -0.084  0.0391
H14 -1.290 -0.616 0.796  0.0113
O8 3.196 -0.024 -2.757  -0.0365
H15 3.160 -0.970 -2.821  0.0387
H16 3.198 0.502 -3.552  0.0079
O9 -0.050 2.660 1.589  -0.0190
H17 0.676 2.292 2.039  0.0047
H18 -0.872 2.663 2.074  0.0193
O10 -1.101 -4.414 -2.454  -0.0706
H19 -0.217 -4.398 -2.063  0.0323
H20 -1.674 -4.597 -1.692  0.0315
O11 -3.129 3.009 2.417  -0.0698
H21 -3.434 2.659 3.252  0.0355
H22 -3.132 3.990 2.753  0.1170
O12 -1.480 2.850 -1.853  -0.0527
H23 -1.245 3.603 -1.306  0.0494
H24 -2.379 2.598 -1.680  -0.0171
O13 1.028 -4.066 2.373  -0.0361
H25 1.022 -4.046 3.346  0.0734
H26 1.385 -3.229 2.165  0.0063
O14 4.364 -0.801 3.632  -0.0192
H27 5.076 -1.207 4.098  0.0283
H28 4.288 -1.129 2.753  0.0159
O15 1.554 2.438 -0.697  -0.0803
H29 0.801 2.767 -0.149  0.0386
H30 1.925 3.337 -0.959  0.1224
O16 3.520 1.238 0.413  -0.0947
H31 3.900 0.945 -0.456  0.0566
H32 2.693 1.720 0.180  -0.0204
O17 -5.098 -1.904 -2.174  -0.0127
H33 -5.246 -1.777 -3.102  0.0575
H34 -5.288 -2.758 -1.824  0.0501
O18 1.633 0.680 3.603  -0.0565
H35 1.268 0.086 2.954  -0.0154
H36 2.529 0.441 3.802  -0.0040

Arrangement 2

The following is a quantum chemistry calculation of 18 unconnected molecules or ions with the total composition H36O18, from the OMol25 dataset.

Results
LUMO = -0.02524 Eh

Last column: Löwdin charge in e.
Atoms and positions in Å:
O1 -0.812 -2.917 -2.168  -0.1573
H1 -0.401 -3.845 -2.287  0.1011
H2 -1.073 -2.411 -3.115  0.1813
O2 -1.701 1.576 -0.451  -0.1124
H3 -1.165 1.119 -1.235  0.0833
H4 -1.904 0.874 0.223  0.0140
O3 -0.083 4.549 -1.821  -0.0951
H5 0.117 3.542 -1.629  0.0777
H6 -0.801 4.728 -1.232  0.0059
O4 1.383 -3.266 -0.414  -0.0741
H7 0.936 -3.292 -1.241  -0.0216
H8 0.901 -2.371 -0.080  0.1186
O5 0.766 0.516 -2.740  -0.0975
H9 1.687 0.036 -3.082  0.1543
H10 0.513 1.135 -3.391  0.0192
O6 -3.520 2.787 2.997  -0.0739
H11 -3.982 2.545 2.133  0.0774
H12 -2.715 2.984 2.488  0.0060
O7 3.630 0.389 -4.385  0.0807
H13 3.136 0.982 -4.630  -0.1185
H14 4.524 0.589 -4.143  0.0680
O8 -3.875 0.759 -2.616  -0.0788
H15 -3.342 0.891 -3.328  -0.0545
H16 -4.153 1.798 -2.483  0.1430
O9 5.896 -1.375 -0.215  -0.1350
H17 6.202 -1.956 -0.906  -0.0058
H18 5.393 -2.116 0.440  0.1227
O10 3.642 -3.872 1.103  -0.0548
H19 3.165 -3.785 0.313  -0.0441
H20 3.140 -4.570 1.571  0.0592
O11 -1.263 -3.060 0.291  -0.0502
H21 -1.510 -2.366 -0.324  0.0138
H22 -0.521 -3.373 -0.198  -0.0491
O12 -1.823 0.323 2.108  0.0148
H23 -2.067 1.138 2.040  -0.0687
H24 -1.346 -0.031 2.812  0.0382
O13 0.968 0.849 -0.354  -0.0292
H25 0.472 0.252 -0.937  0.0110
H26 0.584 1.053 0.393  -0.0720
O14 -0.732 3.601 3.843  -0.0058
H27 -0.845 3.777 4.831  0.1073
H28 -0.130 3.008 3.636  -0.0648
O15 0.574 -0.560 2.022  -0.1008
H29 1.452 -0.159 2.521  0.1627
H30 0.992 -1.301 1.563  0.0174
O16 -3.449 -0.541 4.540  -0.0885
H31 -3.150 -0.301 3.609  0.0266
H32 -4.062 -1.286 4.559  0.0346
O17 -3.500 -1.252 0.850  0.0112
H33 -3.625 -0.627 0.245  -0.0526
H34 -2.655 -1.255 1.275  -0.0024
O18 3.690 1.926 -1.103  -0.0245
H35 3.505 2.468 -0.335  0.0386
H36 2.939 1.694 -1.562  -0.0567

arrangement 1 ends up most stable, edging out the next structure by 677.0 kJ/mol.